#a
10
Properties=species:S:1:pos:R:3:mulliken_charge:R:1 method="wB97M-V/def2-TZVPD" lumo_ev="-0.211 / -0.162" homo_energy_ha="-0.357 / -0.263" mol_weight_g_mol=183.976
C 0.2305 -0.5715 1.4226 -0.952
C 0.0488 0.5022 0.5617 0.186
C -0.6103 0.5403 -0.7663 0.090
O -1.2080 -0.4656 -1.3788 -0.483
I -0.8215 2.2628 -1.9446 0.054
H 0.5625 -0.3850 2.3934 0.272
H 0.2210 -1.6454 1.2361 0.206
H 0.4705 1.4427 0.8758 0.289
H 2.0938 -0.3179 -1.4772 0.016
H -0.9871 -1.3627 -0.9228 0.323

#b
10
Properties=species:S:1:pos:R:3:mulliken_charge:R:1 method="wB97M-V/def2-TZVPD" lumo_ev=0.262 homo_energy_ha=-0.324 mol_weight_g_mol=183.976
C -1.1246 -0.9313 -1.3070 -0.929
C -1.3235 0.4535 0.2492 0.558
C 0.0683 0.9846 0.3289 -0.890
O -2.2076 0.9904 0.9122 -0.451
I -2.5465 -2.4006 -1.6150 0.067
H -0.0443 -1.1523 -1.2356 0.362
H -1.1434 -0.3348 -2.1670 0.401
H 0.0351 1.6099 -0.6103 0.260
H 0.7938 0.1945 0.1391 0.318
H 0.1541 1.5685 1.2718 0.306

#c
10
Properties=species:S:1:pos:R:3:mulliken_charge:R:1 method="wB97M-V/def2-TZVPD" lumo_ev="0.437 / -0.338" homo_energy_ha="-0.304 / -0.242" mol_weight_g_mol=183.976
C -2.0923 -1.0970 -0.5754 -0.838
C 0.9774 -1.1491 0.2686 0.400
C 0.5288 -0.3996 1.3349 -0.619
O 1.7846 -1.5418 -0.4947 -0.371
I -2.5404 0.8007 0.1129 0.073
H -2.4041 -1.3040 -1.5211 0.392
H -1.8690 -1.7854 0.2274 0.336
H -0.2924 -1.0229 1.9584 0.241
H 1.2890 -0.0405 2.0449 0.317
H -0.0101 0.3410 0.8763 0.068

Which structure is the least stable? The one labeled #a.

#a
18
Properties=species:S:1:pos:R:3:mulliken_charge:R:1 method="wB97M-V/def2-TZVPD" lumo_ev=3.850 homo_energy_ha=-0.123 charge=-1 mol_weight_g_mol=116.140
O -0.5958 -0.0495 1.6594 -0.667
C -0.3055 0.1345 0.5087 0.449
N 0.9467 0.0578 -0.0244 -0.440
C 2.2748 -0.0765 1.2416 -0.094
O 2.7731 1.0884 1.1975 -0.766
C -1.5630 0.5888 -0.3747 -0.900
C -1.5600 -0.0061 -1.8613 -0.323
C -1.7739 -1.4815 -1.9018 -0.994
H 1.2870 0.6236 -0.7308 0.237
H 1.7484 -0.5367 2.1534 0.158
H 2.9041 -0.8365 0.7135 0.163
H -2.3697 0.2038 0.1497 0.328
H -1.5845 1.6034 -0.1618 0.420
H -0.6261 0.2088 -2.4124 0.297
H -2.4441 0.5425 -2.3122 0.290
H -1.2267 -1.9244 -1.0825 0.285
H -2.8804 -1.6801 -1.8699 0.275
H -1.2873 -1.8742 -2.8064 0.282

#b
18
Properties=species:S:1:pos:R:3:mulliken_charge:R:1 method="wB97M-V/def2-TZVPD" smiles="CCCCNC(=O)[O-]" lumo_ev=3.475 homo_energy_ha=-0.143 charge=-1 mol_weight_g_mol=116.140
C -1.1790 -1.7866 -1.2495 -1.042
C -0.8724 -0.2932 -1.5647 -0.528
C 0.4879 0.1130 -0.9277 -0.672
C 0.1000 0.7833 0.4265 -0.442
N 1.2601 0.9093 1.2594 -0.193
C 1.2286 1.3806 2.6319 0.502
O 0.2317 2.0503 2.9520 -0.739
O 2.2225 1.0284 3.3083 -0.782
H -0.4409 -2.2400 -0.5589 0.286
H -1.3364 -2.3936 -2.1254 0.307
H -2.0840 -1.9317 -0.6343 0.268
H -1.7362 0.2264 -1.1318 0.273
H -0.9170 -0.0385 -2.6107 0.460
H 0.9617 -0.7461 -0.4534 0.309
H 1.1159 0.7328 -1.5520 0.348
H -0.3402 1.7765 0.2467 0.267
H -0.7052 0.1838 0.8710 0.175
H 2.0029 0.2451 1.1124 0.203

#c
18
Properties=species:S:1:pos:R:3:mulliken_charge:R:1 method="wB97M-V/def2-TZVPD" lumo_ev=1.599 homo_energy_ha=-0.101 charge=-1 mol_weight_g_mol=116.140
O 1.4800 0.9981 -1.4321 -0.717
C 0.8125 0.5276 -0.3633 0.441
N 1.4013 -0.6815 0.1299 -0.242
C 2.1714 -1.4887 -0.8730 -0.255
O 2.6917 -2.6267 -0.4049 -0.798
C -0.7887 0.4162 -0.5439 -0.609
C -1.5071 -0.0406 0.6328 -0.313
C -2.0839 1.0157 1.5156 -0.923
H 0.6459 -1.1697 0.6003 0.297
H 1.4919 -1.6835 -1.7231 0.182
H 2.9113 -0.7642 -1.2833 0.198
H 0.9802 1.2444 0.4640 0.156
H -0.8923 -0.3363 -1.3158 0.346
H -1.0232 1.4550 -0.9608 0.188
H -2.1450 -0.8774 0.3786 0.331
H -1.1098 1.5438 1.4050 0.189
H -2.8400 1.7591 1.2005 0.260
H -2.1962 0.7086 2.5733 0.269

#d
18
Properties=species:S:1:pos:R:3:mulliken_charge:R:1 method="wB97M-V/def2-TZVPD" smiles="O=CNCCCC[O-]" lumo_ev=3.632 homo_energy_ha=-0.093 charge=-1 mol_weight_g_mol=116.140
O -1.8321 1.8723 -2.6416 -0.628
C -1.1736 1.0880 -1.9834 0.096
N -1.6449 -0.0831 -1.4976 -0.125
C -1.0066 -0.8180 -0.3758 -0.587
C -0.4328 0.0445 0.7574 -0.588
C 1.0563 0.3840 0.5677 -0.577
C 1.9337 -0.5458 1.4199 -0.614
O 1.5751 -0.5881 2.7079 -0.863
H -0.1155 1.2260 -1.7265 0.268
H -2.6351 -0.2167 -1.6365 0.248
H -1.7855 -1.4370 0.0586 0.338
H -0.2088 -1.4130 -0.8134 0.312
H -0.3864 -0.5903 1.6547 0.332
H -0.9813 0.9661 0.9155 0.339
H 1.4589 0.4717 -0.4578 0.291
H 1.2225 1.4082 0.9083 0.350
H 1.9491 -1.5371 0.8544 0.138
H 3.0070 -0.2319 1.2882 0.270

Which structure is the least stable? The one labeled #c.

#a
12
Properties=species:S:1:pos:R:3:mulliken_charge:R:1 method="wB97M-V/def2-TZVPD" lumo_ev=-0.630 homo_energy_ha=-0.330 mol_weight_g_mol=145.614
S -2.1040 -0.6894 -2.1634 -0.216
C -1.4839 0.1195 -0.6884 -0.221
C -0.3133 0.1081 -0.1498 0.729
C 1.0132 -0.3487 -0.5657 -0.263
N 1.9143 -0.0653 0.3375 -0.482
C 1.2749 0.3802 1.5275 0.187
Cl 2.2570 0.7801 2.8599 -0.172
C -0.0328 0.5355 1.2961 -0.686
H -0.9425 -1.4661 -2.6994 0.151
H -2.2945 0.5645 -0.1838 0.319
H 1.4849 -0.6757 -1.5943 0.281
H -0.7732 0.7573 2.0236 0.374

#b
12
Properties=species:S:1:pos:R:3:mulliken_charge:R:1 method="wB97M-V/def2-TZVPD" lumo_ev=-0.116 homo_energy_ha=-0.335 mol_weight_g_mol=145.614
C 1.2417 -0.1547 1.7188 -0.616
C 1.1719 0.0111 0.3414 0.335
C 1.5876 -1.0074 -0.5685 0.174
N 1.9211 -1.7975 -1.2943 -0.359
S 0.4426 1.5097 0.0003 -0.141
C -0.9228 1.0348 -1.0158 -0.203
C -1.9442 0.2205 -0.6891 -0.142
Cl -2.4175 -0.8860 0.4379 -0.111
H 0.7166 0.4604 2.4815 0.308
H 1.9501 -1.0588 2.1232 0.208
H -1.1013 1.6496 -1.9167 0.327
H -2.6458 0.0184 -1.6189 0.220

Which structure is the least stable? The one labeled #b.